(1)
63
Properties=species:S:1:pos:R:3:forces:R:3 method="wB97M-V/def2-TZVPD" charge=0 smiles="FC(F)C(F)(F)COC(F)(F)C(F)F.FC(F)C(F)(F)COC(F)(F)C(F)F.FC(F)C(F)(F)COC(F)(F)C(F)F.O=P(O)(O)P" orbital_gap_ev=11.0881
P 0.5545 2.0279 0.9317 0.219 -0.532 0.288
P 1.1849 4.1062 0.8719 -0.170 0.085 -0.083
F 0.4735 -5.0919 -7.1025 0.014 -0.082 -0.015
F 5.3315 -2.8955 -1.2852 -0.035 -0.041 -0.016
F -1.5586 -1.3809 -2.7108 0.015 0.026 0.035
F 2.9039 -4.2797 -6.1569 -0.017 -0.009 0.034
F -6.2561 2.6102 2.8615 0.017 -0.029 -0.098
F -3.2004 2.3180 3.0120 -0.019 -0.071 -0.016
F 2.3590 -3.0199 -0.9333 -0.018 0.020 -0.035
F -3.4119 4.0724 5.2471 0.007 -0.099 0.156
F -7.8129 3.3391 4.2320 0.054 -0.029 -0.021
F 0.0465 -0.7077 -4.7554 -0.021 0.019 -0.097
F 0.9135 -2.6163 0.6695 0.067 -0.019 -0.046
F -0.4106 -3.1941 -6.4769 -0.059 0.053 0.018
F -1.3691 3.3166 3.6696 0.070 0.017 0.036
F 0.8829 -0.3150 -2.7646 -0.040 -0.149 -0.078
F -2.7277 5.6618 3.9409 -0.014 -0.017 0.030
F 5.6101 0.3530 -0.0063 -0.010 0.001 0.021
F 7.1422 -1.7891 -0.7575 0.085 0.013 0.034
F 1.3616 -4.4503 -4.6425 -0.105 -0.105 0.131
F 2.2404 -4.9166 0.9570 -0.069 -0.052 -0.010
F 5.2967 -1.4417 1.1678 0.040 -0.105 0.145
F 4.1553 -3.8742 1.0323 0.090 -0.021 -0.003
F -4.8256 1.7546 5.1224 0.094 -0.020 0.003
F -6.8295 0.9267 4.8759 -0.064 -0.044 -0.022
F -0.8875 -3.1585 -3.7899 -0.009 -0.035 -0.011
O 3.7632 -0.8051 -0.3483 -0.029 -0.388 -0.235
O -4.6368 4.6696 3.4598 -0.064 -0.361 -0.199
O -1.0562 2.0350 0.9359 0.361 0.376 -0.248
O 1.1917 1.2777 2.0288 -0.309 0.184 -0.448
O 2.0219 -2.4244 -5.3554 -0.360 0.180 -0.109
O 0.9344 1.3794 -0.4943 0.242 0.179 0.680
C -6.1398 2.0518 5.1496 -0.005 0.086 -0.034
C -6.4680 3.1112 4.0887 -0.151 -0.039 0.123
C -3.3907 4.4746 3.9689 0.102 0.234 -0.002
C 5.8537 -1.6624 -1.1305 -0.127 0.112 0.003
C 1.9182 -1.9653 -4.0193 0.226 -0.022 0.042
C 5.0834 -0.8989 -0.0385 0.081 0.220 0.007
C 0.5797 -1.3052 -3.6771 -0.034 0.171 0.210
C 2.2516 -2.6434 0.3646 -0.148 -0.121 0.036
C 0.7367 -3.7958 -6.8395 0.151 0.081 0.025
C 2.8344 -3.7431 1.2590 -0.008 0.100 -0.032
C -0.4846 -2.1624 -2.9781 0.017 0.105 -0.143
C 1.7583 -3.7173 -5.6909 0.226 -0.096 -0.082
C -5.8075 4.4852 4.2364 0.015 0.232 0.049
C -2.5740 3.5087 3.0937 -0.110 0.163 -0.007
C 2.7491 -1.2129 0.5569 -0.113 0.360 0.084
H -1.4145 1.2245 1.3075 -0.177 -0.315 0.215
H 1.1411 -3.3156 -7.7315 -0.013 0.026 -0.020
H -2.4428 3.9236 2.0942 -0.012 -0.024 -0.028
H 1.8928 -0.5820 0.3249 0.137 -0.016 0.018
H -5.6460 4.7167 5.2890 0.017 -0.018 -0.018
H 3.0172 -1.0264 1.5958 0.027 -0.045 -0.016
H 0.3417 1.6236 -1.2032 -0.312 0.028 -0.459
H 2.6610 -3.5133 2.3124 0.012 0.003 0.026
H 2.1553 -2.7387 -3.2916 -0.008 -0.011 -0.018
H 0.4130 4.4030 -0.2796 0.019 -0.022 -0.014
H -0.1031 -2.5747 -2.0469 0.060 -0.080 0.138
H -6.4126 2.4052 6.1464 -0.003 0.010 0.022
H 2.6545 -1.1663 -3.9301 0.002 -0.085 -0.013
H 5.7983 -1.1181 -2.0746 -0.007 -0.011 -0.030
H 0.1337 4.4848 1.7404 0.105 0.016 0.062
H -6.5336 5.1893 3.8314 0.069 0.014 0.035



(2)
40
Properties=species:S:1:pos:R:3:forces:R:3 method="wB97M-V/def2-TZVPD" charge=0 orbital_gap_ev=6.8339 de_lowest_ev=1.323
S -0.6736 -0.2028 -1.0891 -0.718 -1.685 -2.546
F -2.4230 -0.9821 -2.8149 0.544 -1.263 1.294
F -2.9393 -1.7215 -0.7849 1.496 0.179 -0.878
F -1.2906 -2.6810 -1.9118 -0.892 1.332 0.454
O -3.2075 1.3747 1.1833 0.365 -0.475 -0.593
O -2.3806 2.0978 -3.1615 -0.433 -0.776 1.282
N -2.8518 1.0598 -1.1099 0.673 0.395 0.901
N 1.5713 0.4391 0.7318 0.900 -0.571 0.112
N 1.5007 -1.7567 0.6946 0.943 -0.222 0.195
C 4.0875 0.6891 1.0217 0.346 -1.031 0.233
C 5.2041 -1.5011 1.1476 0.032 0.171 0.050
C -3.4835 1.5332 -0.0107 -1.276 0.554 -0.197
C 5.2616 -0.0899 1.1602 -0.827 0.174 -0.030
C 0.7934 -0.6339 0.5628 -2.106 -0.635 2.280
C -3.0765 1.8884 -2.1568 -0.787 0.771 -1.265
C -0.7451 -0.6335 0.5972 2.228 1.630 1.140
C 2.8410 -1.4086 0.9295 -0.167 -0.086 -0.529
C 3.9894 -2.1786 0.9956 0.257 -0.496 0.128
C -1.9138 -1.4623 -1.6395 -0.587 0.470 -1.651
C -4.4298 2.5981 -1.9415 -0.041 0.044 0.098
C 0.9677 -3.1087 0.6769 -0.061 -0.021 0.161
C 2.8867 -0.0215 0.9439 0.288 0.772 -0.428
C -4.6956 2.3787 -0.4608 -0.014 0.040 -0.034
C 1.1604 1.8246 0.7395 -0.308 0.562 0.163
H 4.0887 1.7737 0.9830 0.222 -0.194 0.061
H -1.1825 0.2638 1.1446 -0.034 -1.512 -0.117
H 0.4075 -3.3056 1.6011 0.118 0.001 -0.245
H -5.6203 1.8021 -0.3312 0.260 0.132 0.369
H 0.3172 -3.2482 -0.1920 0.182 0.024 0.109
H -5.2085 2.0965 -2.5311 0.375 0.221 -0.197
H 6.1409 -2.0654 1.2584 -0.561 0.258 -0.126
H -1.1154 -1.6468 0.8182 -0.030 0.783 0.024
H 6.2256 0.4063 1.2809 -0.315 -0.153 -0.099
H 3.9156 -3.2794 0.9239 0.290 0.795 0.130
H 0.6254 2.0698 1.6704 0.124 -0.096 -0.345
H 1.8129 -3.7980 0.6251 -0.251 0.080 -0.067
H 0.5159 2.0241 -0.1266 0.226 0.109 0.288
H -4.3809 3.6520 -2.2112 -0.002 -0.059 -0.198
H -4.7612 3.3140 0.0926 -0.076 -0.099 0.195
H 2.0659 2.4399 0.6907 -0.383 -0.123 -0.125



(3)
40
Properties=species:S:1:pos:R:3:forces:R:3 method="wB97M-V/def2-TZVPD" charge=0 spin_multiplicity=6 orbital_gap_ev="5.4007 / 5.1996" de_lowest_ev=0.381
Mn 1.4762 1.2250 -0.2666 1.313 -0.735 2.298
O 0.3960 0.6733 1.5464 1.912 -0.715 -0.166
O 2.6625 -2.0129 -0.5569 -0.971 0.922 0.119
O 0.5006 -1.4134 -0.6038 2.372 -1.880 -0.252
O -2.7063 3.0742 2.2951 -0.098 -1.309 -0.483
N -0.5608 1.7069 -0.5843 -2.590 1.798 0.260
N -1.3030 1.7871 0.5574 2.127 -0.999 -1.490
N 2.1523 -4.5597 -0.9920 1.160 -1.554 -0.137
N 1.1584 0.9869 -2.2242 -1.685 -0.042 -2.576
C -0.9283 2.1193 -1.7728 -0.273 -1.811 0.335
C -1.6345 0.5659 5.2194 0.284 -1.227 -0.052
C 0.6162 0.4255 -4.8955 -0.128 0.771 1.594
C 1.9505 0.1698 -2.9173 -0.122 1.933 0.491
C -1.6314 0.9606 2.8432 1.548 0.791 -1.890
C 0.9884 -3.7326 -1.1318 -0.778 -0.101 -0.687
C -0.0218 1.5041 -2.7958 2.856 -0.447 1.202
C -0.2034 1.3389 -4.1467 0.528 -1.778 -0.472
C 1.7343 -0.1267 -4.2221 -1.305 -1.388 -3.344
C -1.2278 0.1966 3.9697 0.026 0.760 0.152
C -2.5846 1.5412 5.5726 0.259 0.075 -2.434
C -2.5090 2.0529 3.0449 -0.371 1.413 2.129
C 1.3701 -2.3027 -0.7121 -2.485 1.924 -0.220
C -3.0354 2.1840 4.4322 -0.257 1.023 0.648
C -0.7162 1.1272 1.6618 -3.306 -0.435 1.097
H -2.8206 1.7165 6.6364 -0.089 0.255 -0.938
H -3.6029 3.1020 4.5208 -0.453 -0.101 0.045
H 3.2177 -2.7922 -0.5501 0.011 -1.030 -0.126
H 2.8822 -0.0845 -2.4631 0.314 -0.472 0.612
H -1.1028 1.6872 -4.5680 -0.858 0.599 -0.670
H 0.5702 -3.7417 -2.1937 0.708 0.419 1.229
H 0.1196 -4.1123 -0.5384 0.803 0.593 -0.165
H 2.5716 -4.9665 -1.8373 -0.648 0.487 0.431
H 2.3387 -0.9025 -4.7568 -0.374 0.989 0.640
H -0.5096 -0.6265 3.9340 -0.112 0.467 -0.452
H -1.1030 0.0427 5.9403 0.477 -1.020 1.795
H -1.9556 2.4324 -2.0974 1.082 0.061 0.693
H -2.0389 2.4332 0.7716 -1.261 1.038 0.314
H 2.0613 -5.3178 -0.3187 -0.093 0.384 -0.191
H 3.1311 1.4713 0.1243 -0.119 0.135 -0.118
H 0.2980 0.1674 -5.9250 0.595 0.209 0.781



(4)
36
Properties=species:S:1:pos:R:3:forces:R:3 method="wB97M-V/def2-TZVPD" charge=0 orbital_gap_ev=7.2178 de_lowest_ev=15.462
O 3.1736 0.0918 0.5216 6.244 0.175 2.784
O 0.6858 -4.5743 0.1123 -0.109 1.410 -3.945
O 2.3472 1.0538 2.4137 0.047 0.019 -0.948
N -1.5999 3.0026 0.1086 0.470 -7.020 -12.348
N 1.2166 -1.8751 -0.4976 2.015 8.104 5.386
C 2.2023 0.6505 1.2715 8.174 -1.034 5.020
C -2.0260 3.6229 1.0340 8.022 -4.599 15.520
C -2.5149 3.5032 -1.0953 1.055 2.638 5.723
C 1.1455 -2.5994 -1.6150 7.910 -11.155 12.113
C 1.7576 -2.5330 0.6770 -6.257 4.468 4.197
C -1.2140 0.7911 -1.1618 -0.064 0.778 3.934
C 0.6661 -3.6225 1.0622 2.790 1.261 3.010
C 0.2605 1.5751 0.7340 -2.587 -5.758 -5.292
C -3.1102 4.6394 -0.3941 -0.079 -2.242 -3.974
C 1.1833 0.6015 0.4971 -10.990 -3.291 -5.639
C -0.8930 1.7000 0.0791 -2.966 -0.345 -5.972
C -0.4610 -0.3935 -1.2430 -1.813 1.889 -1.357
C -2.7382 4.5978 1.0028 -7.998 10.431 -2.849
C 0.3535 -3.7437 -1.0417 -5.022 -7.140 -5.479
C 0.6356 -0.5235 -0.3298 2.512 -2.065 -1.757
H -0.3522 -3.2531 1.2717 0.468 0.183 0.135
H 1.8776 -1.6395 1.6849 -0.909 -2.816 -3.098
H -0.8364 -3.6176 -0.9742 2.484 0.833 0.183
H 0.3339 2.3257 1.2424 2.362 7.916 6.436
H 0.8610 -2.2232 -2.3411 -4.962 6.111 -12.325
H 2.6497 -2.9451 0.8087 4.195 -1.825 -1.090
H 2.3097 -3.1077 -1.7333 -2.810 1.349 -0.532
H -1.3913 3.3316 2.1154 -1.994 0.708 -2.665
H -0.8333 -1.1201 -2.1436 1.392 1.461 2.828
H -3.7768 5.2984 -1.0166 0.744 -0.457 1.259
H -2.9658 5.4570 1.6507 0.172 -1.188 0.060
H 0.2961 -4.6043 -1.8769 0.346 1.663 1.315
H 1.1740 -4.1546 1.8419 -0.541 0.103 1.740
H -2.2001 0.9603 -1.6859 1.541 -0.204 0.405
H -2.3421 3.1647 -2.0843 -0.013 0.012 -0.548
H 4.1257 0.1629 1.1046 -3.833 -0.375 -2.233



(5)
40
Properties=species:S:1:pos:R:3:forces:R:3 method="wB97M-V/def2-TZVPD" charge=0 smiles="COc1ccc(C(=O)OCC(=O)NCCN2C(=O)CSC2=O)cc1" orbital_gap_ev=9.4214 de_lowest_ev=0.000
S 3.1923 -2.3001 -1.2742 -0.060 -0.154 -0.142
O -5.9543 -1.5229 -0.0492 0.264 -0.061 -0.203
O 4.1295 0.0474 -2.0392 0.055 0.194 -0.296
O 1.5160 0.0988 0.4383 -0.140 -0.283 0.193
O 4.3220 -1.3546 2.2822 -0.021 0.045 0.244
O -0.2782 0.6871 -1.5196 -0.111 -0.140 -0.085
O -0.7487 2.1587 0.1042 -0.044 -0.144 -0.127
N 2.7730 1.9067 -0.0740 0.098 0.194 0.007
N 4.3409 -0.5030 0.1725 0.405 0.509 0.106
C -3.2877 0.9429 0.4911 0.349 -0.030 -0.230
C -3.8605 -1.2809 -1.0477 -0.248 -0.058 0.089
C -4.8000 -0.8172 -0.1196 0.246 0.040 -0.106
C 1.7740 1.0256 -0.2989 -0.146 0.444 -0.343
C 0.9986 1.2825 -1.5933 0.079 0.089 0.124
C -4.5011 0.3046 0.6517 -0.337 -0.156 0.061
C 3.7196 1.7083 0.9987 0.243 -0.298 0.065
C -2.3537 0.4839 -0.4332 -0.260 -0.094 0.102
C 3.2254 -2.5711 0.5122 -0.327 -0.214 -0.179
C 3.9557 -0.7180 -1.1301 -0.032 -0.581 0.069
C -6.9438 -1.1204 0.8689 -0.172 0.080 0.166
C -1.0733 1.1994 -0.5558 0.102 0.351 0.131
C 4.8728 0.7875 0.5689 -0.062 0.289 0.216
C -2.6536 -0.6413 -1.2033 -0.006 0.148 0.124
C 4.0122 -1.4413 1.1252 -0.059 -0.254 -0.231
H -4.1116 -2.1520 -1.6321 -0.019 -0.098 -0.070
H 3.6594 -3.5410 0.7498 0.065 0.125 0.069
H -6.5769 -1.1644 1.8989 -0.008 0.014 -0.044
H -7.3049 -0.1102 0.6527 0.027 -0.036 0.015
H 2.2026 -2.5260 0.8930 0.124 0.047 0.067
H 3.0139 2.5660 -0.7966 -0.116 -0.060 -0.015
H -1.9312 -1.0046 -1.9164 0.041 -0.054 -0.063
H 3.1808 1.2408 1.8271 0.111 0.153 -0.035
H 0.9082 2.3598 -1.7723 0.065 -0.156 0.002
H 4.1142 2.6736 1.3179 -0.039 -0.040 0.041
H 5.4078 1.2043 -0.2873 -0.013 -0.065 0.136
H 1.5168 0.7995 -2.4257 -0.030 0.064 0.116
H -3.0429 1.8112 1.0838 0.013 0.063 0.050
H -5.2040 0.6840 1.3764 -0.074 0.009 0.050
H 5.5529 0.6251 1.4071 -0.005 0.039 -0.117
H -7.7620 -1.8285 0.7478 0.039 0.079 0.044



(6)
38
Properties=species:S:1:pos:R:3:forces:R:3 method="wB97M-V/def2-TZVPD" charge=-1 orbital_gap_ev=1.4611
O -3.3763 6.1830 0.1136 -0.570 0.155 0.313
O -1.0390 2.1323 -0.1153 0.423 0.050 -0.205
O -3.2539 0.9212 1.1432 0.812 -0.542 -0.242
O -5.4318 5.0326 1.6647 0.220 -0.335 -0.056
N 3.3343 -0.8870 -2.1448 2.941 -1.502 1.974
N 1.4429 -1.6613 -0.5037 2.137 0.504 -1.274
N 5.1743 -1.7175 -0.9763 -4.779 1.227 -1.484
C 3.9796 -2.0024 -0.2434 -1.603 -0.707 0.678
C -3.3656 4.9968 0.4422 1.554 -0.430 -0.767
C -1.5857 -2.9488 -0.5881 0.581 -0.063 0.376
C 4.3744 -3.0821 2.2377 -0.580 0.550 -0.535
C -3.1997 2.1456 0.9465 -1.965 1.065 0.852
C 4.0532 -2.7658 1.0973 0.870 1.674 -0.644
C -2.0322 2.8379 0.2304 -0.276 -0.562 0.244
C 4.7323 -1.0503 -2.1235 0.266 -0.261 0.600
C 0.7590 -0.3466 -0.2629 -1.534 1.229 0.054
C -2.2152 4.1805 0.0421 -0.224 1.009 -0.060
C -4.3009 2.9709 1.4268 0.698 -1.649 -0.023
C 2.7886 -1.5010 -0.9661 2.738 -1.365 1.926
C -0.7635 -0.5794 0.2175 0.183 -1.359 -0.396
C -1.0602 -2.0846 0.6668 -0.901 -0.136 -0.280
C -4.4832 4.3242 1.2517 -0.288 1.212 -0.090
H 4.5641 -3.2414 3.3352 -0.342 0.007 -2.004
H -5.0469 2.4080 1.9789 -0.110 0.049 -0.005
H -2.7064 -2.7954 -0.6626 1.376 -0.383 -0.064
H 0.9303 -2.1539 -1.2456 -0.016 0.078 0.522
H -1.1301 -2.5916 -1.5666 -0.525 -0.276 1.034
H -1.3039 -4.0538 -0.5003 -0.672 1.352 -0.026
H -1.4413 4.7491 -0.4647 0.075 -0.032 -0.078
H -1.9392 -2.0707 1.3965 1.236 0.222 -0.910
H 6.1112 -1.9956 -0.6760 -0.485 0.354 -0.477
H 1.2362 0.2921 0.5353 0.040 -0.981 -0.979
H 2.7934 -0.4175 -2.8776 0.428 -0.180 0.408
H 0.7825 0.2192 -1.2563 -0.281 -0.266 1.498
H -1.0495 0.0823 1.0786 0.316 -0.281 -1.517
H -0.2108 -2.5842 1.2247 -0.778 0.552 -0.821
H 5.4974 -0.7286 -2.8827 -1.468 -0.201 0.786
H -1.3991 -0.3952 -0.7080 0.500 0.221 1.673